No. 1
Density functional theory data (ωB97M-V/def2-TZVPD) for a molecular structure, C38H47AsBrN4O2S2Ti.

Values from the calculation:
**LUMO energy**: -0.1414 Eh
**HOMO**: -0.3780 Ha
**Net charge**: +1
**Electronic energy**: -225883.067 eV
**Relative energy (zero: lowest compared OMol25 entry of this formula, charge and spin)**: 144.2 kJ/mol

The geometry in XYZ format:
```
96
C38H47AsBrN4O2S2Ti | the Open Molecules 2025 dataset | ωB97M-V/def2-TZVPD
Ti 1.151 -0.767 -0.758
C 1.272 -0.483 2.491
N 2.060 -1.026 1.331
C 3.501 -0.776 1.696
C 4.357 0.208 0.847
N 3.754 1.450 0.517
C 3.483 2.486 1.479
C 3.906 1.970 -0.818
C 5.169 2.317 -1.324
C 5.296 2.969 -2.533
C 4.163 3.194 -3.316
C 2.935 2.589 -2.913
C 2.711 2.072 -1.652
S 1.111 1.437 -1.301
C 1.729 -2.422 1.027
C 0.897 -3.302 1.786
C 1.007 -4.681 1.555
C 1.969 -5.230 0.729
C 2.691 -4.402 -0.114
C 2.525 -2.981 -0.065
S 3.131 -1.919 -1.368
H 1.696 -0.940 3.455
H 0.180 -0.716 2.380
H 1.489 0.590 2.642
H 4.054 -1.705 1.669
H 3.518 -0.438 2.767
H 4.717 -0.370 0.000
H 5.276 0.351 1.510
H 3.924 3.443 1.240
H 2.407 2.601 1.695
H 3.892 2.192 2.444
H 6.020 2.221 -0.610
H 6.262 3.158 -3.054
H 4.185 3.782 -4.268
H 2.210 2.454 -3.676
H 0.203 -2.883 2.511
H 0.317 -5.265 2.147
H 2.244 -6.273 0.754
H 3.412 -4.867 -0.830
O -4.141 -2.413 -0.062
C -4.117 -1.085 -0.509
C -5.246 -0.355 -0.668
C -5.151 0.985 -1.023
C -3.906 1.646 -1.152
C -2.739 0.887 -0.958
C -2.824 -0.466 -0.644
C -1.564 -1.366 -0.291
O -0.429 -0.577 0.071
N -1.213 -2.257 -1.329
N 0.030 -2.143 -1.916
C 0.306 -3.025 -2.851
C 1.194 -2.786 -3.937
Br 1.740 -0.999 -4.259
C 1.661 -3.763 -4.790
C 1.464 -5.207 -4.602
C 1.336 -6.103 -5.701
C 1.183 -7.451 -5.450
C 1.063 -7.902 -4.114
C 1.228 -7.066 -3.053
C 1.381 -5.684 -3.290
H -5.020 -2.746 -0.003
H -6.247 -0.872 -0.631
H -6.115 1.540 -1.140
H -3.846 2.716 -1.350
H -1.754 1.364 -1.169
H -1.855 -1.957 0.572
H -1.839 -2.901 -1.800
H -0.186 -3.991 -2.860
H 2.156 -3.451 -5.697
H 1.181 -5.729 -6.736
H 1.132 -8.169 -6.244
H 0.924 -8.990 -3.918
H 1.059 -7.356 -2.003
H 1.480 -4.904 -2.531
C -4.845 5.957 1.479
C -3.348 5.771 1.483
As -2.432 5.032 3.102
C -3.846 3.558 3.367
C -3.287 2.549 4.356
C -3.294 6.302 4.388
C -2.354 6.600 5.526
H -5.131 6.307 0.502
H -5.164 6.734 2.189
H -5.387 5.061 1.755
H -2.835 6.725 1.373
H -3.011 5.121 0.641
H -3.913 3.085 2.409
H -4.840 3.923 3.676
H -2.283 2.239 4.023
H -3.915 1.625 4.287
H -3.240 2.880 5.398
H -4.245 5.863 4.705
H -3.538 7.197 3.818
H -2.239 5.709 6.170
H -2.618 7.461 6.156
H -1.386 6.845 5.163
```

Here are the Löwdin charges for atoms 1 to 8, given in e: Ti 0.63; C -0.05; N -0.21; C -0.14; C -0.21; N -0.19; C -0.06; C -0.23

No. 2
Density functional theory data (ωB97M-V/def2-TZVPD) for 9 unconnected molecules or ions with the total composition C38H47Cl2FN4O32P2S.

Values from the calculation:
**LUMO energy**: -0.0610 Eh
**HOMO**: -0.3262 Ha
**Net charge**: 0
**Electronic energy**: -168821.602 eV
**SMILES**: CNCc1c(N=C=O)c([C@@H](Cl)[C@@H](C)Cl)c(S(=O)(=O)F)c2nc(P(=O)(O)O)c(P(O)O)nc12.O=C1OCCO1.O=C1OCCO1.O=C1OCCO1.O=C1OCCO1.O=C1OCCO1.O=C1OCCO1.O=C1OCCO1.O=C1OCCO1

The geometry in XYZ format:
```
127
C38H47Cl2FN4O32P2S | the Open Molecules 2025 dataset | ωB97M-V/def2-TZVPD
C -6.549 1.194 4.614
N -6.927 0.307 3.480
C -6.196 0.658 2.227
C -4.623 0.599 2.415
C -3.763 1.749 2.100
N -4.509 2.931 1.587
C -4.638 3.730 2.556
O -4.628 4.671 3.236
C -2.244 1.767 2.273
C -1.497 3.075 1.834
Cl -0.983 4.140 3.244
C -0.423 2.937 0.673
C 1.087 3.189 1.043
Cl -0.671 1.337 -0.229
C -1.615 0.525 2.844
S 0.181 0.432 3.162
O 0.524 -0.554 4.199
O 0.724 1.695 3.680
F 1.014 -0.097 1.817
C -2.514 -0.680 3.138
N -1.861 -1.823 3.596
C -2.672 -2.884 3.864
P -1.810 -4.420 4.547
O -2.568 -5.059 5.660
O -1.338 -5.445 3.331
O -0.371 -3.851 5.220
C -4.155 -2.809 3.621
P -5.164 -4.393 3.986
O -6.699 -4.124 3.316
O -4.409 -5.563 2.992
N -4.879 -1.739 3.158
C -3.984 -0.686 2.934
H -6.184 2.208 4.280
H -7.492 1.359 5.227
H -5.792 0.661 5.261
H -7.908 0.534 3.274
H -6.461 -0.071 1.402
H -6.557 1.674 1.906
H -2.303 3.726 1.365
H -0.656 3.703 -0.127
H 1.280 4.066 1.697
H 1.606 3.428 0.059
H 1.634 2.269 1.416
H -0.383 -5.628 3.461
H -0.669 -3.308 5.984
H -6.624 -3.762 2.405
H -3.801 -5.058 2.411
C 6.120 3.075 1.715
C 5.759 3.272 3.158
O 4.671 4.190 3.092
C 4.113 4.065 1.860
O 3.080 4.566 1.534
O 4.881 3.291 1.046
H 6.502 2.075 1.513
H 6.847 3.811 1.361
H 5.415 2.350 3.634
H 6.579 3.683 3.739
C -3.561 1.714 -3.299
C -3.986 3.000 -3.938
O -3.924 3.926 -2.855
C -3.051 3.421 -1.944
O -2.646 4.030 -0.996
O -2.700 2.146 -2.247
H -3.026 1.060 -3.988
H -4.398 1.165 -2.866
H -3.297 3.326 -4.721
H -4.993 2.949 -4.351
C 0.616 0.919 -6.472
C 0.481 1.885 -5.334
O -0.928 2.132 -5.296
C -1.538 1.067 -5.868
O -2.722 0.881 -5.842
O -0.641 0.242 -6.468
H 1.438 0.219 -6.328
H 0.742 1.421 -7.435
H 0.793 1.453 -4.373
H 1.036 2.808 -5.502
C -7.196 -1.751 -1.863
C -6.014 -2.334 -2.585
O -5.011 -1.338 -2.408
C -5.339 -0.626 -1.296
O -4.624 0.172 -0.774
O -6.588 -0.945 -0.858
H -7.831 -2.516 -1.417
H -7.807 -1.113 -2.506
H -5.667 -3.268 -2.135
H -6.212 -2.502 -3.643
C 8.501 2.603 7.754
C 7.062 2.925 7.468
O 7.060 3.141 6.060
C 8.129 2.474 5.547
O 8.324 2.310 4.381
O 8.944 2.017 6.534
H 8.616 1.907 8.584
H 9.099 3.496 7.955
H 6.392 2.093 7.698
H 6.719 3.813 7.998
C 1.894 -1.931 -1.505
C 0.541 -1.878 -2.152
O 0.527 -0.585 -2.748
C 1.821 -0.216 -2.942
O 2.158 0.741 -3.573
O 2.677 -1.072 -2.329
H 2.309 -2.939 -1.488
H 1.886 -1.532 -0.487
H 0.422 -2.631 -2.937
H -0.271 -1.986 -1.433
C 6.375 -3.351 -1.259
C 6.679 -3.137 -2.714
O 5.963 -4.193 -3.347
C 4.958 -4.558 -2.509
O 4.071 -5.299 -2.805
O 5.091 -3.968 -1.289
H 6.344 -2.418 -0.697
H 7.082 -4.032 -0.778
H 6.300 -2.181 -3.085
H 7.744 -3.203 -2.932
C 2.877 -3.590 -8.454
C 2.705 -3.786 -6.975
O 3.375 -2.656 -6.426
C 3.387 -1.689 -7.382
O 3.724 -0.558 -7.193
O 2.964 -2.174 -8.580
H 2.036 -3.980 -9.028
H 3.801 -4.036 -8.832
H 1.656 -3.758 -6.668
H 3.153 -4.714 -6.621
```

Here are the Löwdin charges for atoms 1 to 8, given in e: C -0.13; N -0.14; C -0.17; C -0.03; C -0.10; N 0.16; C -0.29; O 0.21

no.,F_max (eV Å⁻¹),frontier orbital gap (eV)
1,2.89,6.439
2,6.04,7.218